1.
The following is a DFT calculation (the ωB97M-V functional and the def2-TZVPD basis) of a molecular structure, C26H32CoF5N3S4SbSi3.

Computed properties:
expectation value of S² = 8.801
highest occupied orbital energy (alpha / beta) = -0.1418 / -0.1538 hartree
maximum force = 0.69 eV Å⁻¹
total charge = -1
total energy = -5757.93520 hartree
lowest unoccupied orbital energy (alpha / beta) = 2.14 / 0.38 eV
2S+1 = 6

Last column: Löwdin spin population.
Positions of all 75 atoms, in Å:
Sb -0.01817 -3.19148 -4.11276  0.049
Co -0.03256 -0.88385 -1.56471  2.688
S -1.08395 -2.97953 -2.01000  0.089
S 0.09368 -0.64443 -4.27157  0.132
S 2.48626 -1.78538 -1.74963  0.375
S 2.29214 -3.33887 -3.78166  0.472
Si -2.81587 0.40112 1.34607  0.001
Si -1.40213 2.53976 -0.56878  -0.003
Si 1.76788 1.46489 0.83923  0.004
F 6.34185 -3.50359 1.07834  -0.003
F 4.99663 -5.76354 1.83039  0.008
F 5.19174 -1.70509 -0.54217  0.007
F 2.45323 -6.18160 0.91275  -0.003
F 1.26660 -4.38951 -0.69349  0.008
N -1.44490 0.41738 -2.40743  0.235
N 1.41823 -4.28302 3.28690  0.006
N 0.14448 -0.68943 0.40114  0.060
C -2.32570 0.60088 -4.73059  0.237
C 0.45142 -0.88787 3.21106  -0.001
C 0.13698 0.29382 2.68302  0.009
C 2.52241 -4.14064 -0.28180  0.023
C 4.41009 -4.86592 1.01280  0.027
C 5.09317 -3.71873 0.62755  -0.004
C -4.30088 0.80548 0.23514  0.000
C -1.19087 1.38752 0.90330  0.002
C 2.05588 1.78979 -0.99871  0.012
C 3.11946 -5.07475 0.55061  -0.005
C -2.67598 1.88948 -4.48813  0.027
C -1.63581 -0.19376 -3.70582  0.053
C 4.48262 -2.80125 -0.20850  0.027
C -2.83368 3.71263 -0.13030  0.002
C 0.48192 -1.82514 0.99605  0.009
C -3.29880 0.93563 3.09057  0.000
C 3.17968 -2.97928 -0.69024  0.024
C -2.74273 -1.46674 1.32992  0.000
C 1.81395 3.05725 1.86032  0.000
C -1.79594 1.66114 -2.20782  0.033
C -0.00471 3.70990 -1.08408  0.001
C 0.10492 0.56392 1.18793  0.011
C 0.71041 -2.00918 2.34286  0.011
C 1.09486 -3.26807 2.84862  0.003
C -2.40934 2.43523 -3.22467  0.301
C 3.18155 0.37493 1.41141  0.006
H 0.85438 3.56503 1.90618  0.000
H 2.10817 2.81441 2.87994  0.000
H 3.10824 -0.60998 0.95520  0.006
H -1.21125 2.15558 1.69423  0.000
H -3.75045 -1.82326 1.54441  0.000
H 0.54469 -2.68415 0.33602  0.001
H -0.06152 1.14315 3.32420  0.001
H 0.67094 3.97357 -0.27597  0.000
H 0.50744 -1.02457 4.28388  0.000
H -4.82800 1.70251 0.54130  0.000
H -4.22392 0.44741 3.38836  0.000
H 0.58900 3.30633 -1.89933  0.000
H -3.19714 3.52776 0.87558  0.000
H 2.54288 3.75885 1.46622  0.000
H -3.68418 3.61672 -0.79464  0.001
H -0.47045 4.62867 -1.43801  0.000
H -2.07442 -1.86703 2.08513  0.000
H -2.44457 -1.87505 0.36832  0.001
H 1.21475 1.50220 -1.64392  0.005
H 3.20612 0.25070 2.48941  0.000
H 2.26354 2.83676 -1.20629  0.001
H 2.90907 1.19822 -1.32351  0.003
H -4.99567 -0.02807 0.30907  0.000
H 4.12790 0.81049 1.08877  0.000
H -2.51982 0.11748 -5.67723  0.011
H -2.49516 4.74549 -0.17251  0.000
H -3.45266 2.01071 3.16674  0.000
H -2.67810 3.45772 -3.00762  0.017
H -2.52563 0.65225 3.80127  0.000
H -2.10743 -1.17382 -3.53428  0.026
H -3.15827 2.48753 -5.24846  -0.005
H -4.04847 0.90624 -0.81563  0.000

---

2.
The following is a DFT calculation (the ωB97M-V functional and the def2-TZVPD basis) of a molecular structure, C26H32CrN6SSbSe4.

Computed properties:
expectation value of S² = 3.820
highest occupied orbital energy (alpha / beta) = -0.0586 / -0.0587 hartree
maximum force = 1.92 eV Å⁻¹
total charge = -2
total energy = -12627.29175 hartree
lowest unoccupied orbital energy (alpha / beta) = 4.40 / 4.39 eV
2S+1 = 4

Last column: Löwdin spin population.
Positions of all 71 atoms, in Å:
Sb -2.75961 1.85631 1.58840  0.016
Se -1.81130 -0.37760 0.79234  -0.030
Se -3.81575 3.74033 0.51710  0.011
Se -3.91795 1.32589 3.66767  0.017
Se -0.29361 2.45824 1.91559  -0.036
Cr 0.10826 0.94428 0.03887  2.989
S -1.40079 -2.61898 4.08206  0.001
N 1.78799 1.95352 -0.87918  -0.018
N 0.15661 -0.48229 -1.66225  -0.012
N -3.72945 -2.34083 2.72517  -0.003
N 1.78689 0.18344 1.03733  -0.017
N -3.98554 -2.13996 4.85658  0.000
N -0.86105 1.97269 -1.49832  -0.021
C -0.75361 -0.13155 -2.54172  0.006
C 3.91746 1.16869 -1.70071  0.012
C -2.32468 0.25386 -5.31709  0.009
C 1.15251 -2.67149 0.76534  0.000
C -5.23244 -1.99302 4.27042  0.000
C 1.64867 -0.65219 2.22108  0.003
C 2.89837 1.28466 -0.71373  0.006
C 5.95424 0.27255 -0.52368  0.013
C 1.59645 -2.32100 -0.67154  0.000
C 1.67624 2.84845 -2.01300  -0.001
C 2.94743 0.50905 0.56154  0.008
C -2.27189 -0.83884 -4.46035  0.003
C 5.46592 0.21658 0.78566  0.004
C 1.99864 -2.10364 1.90791  -0.001
C -5.06841 -2.10766 2.94090  0.000
C -1.00021 1.33284 -2.61875  0.009
C -0.80366 3.42356 -1.47921  0.000
C -1.53119 -1.04360 -3.31460  0.010
C 4.18171 0.29425 1.25735  0.008
C -1.72185 1.48180 -5.05141  0.004
C -1.16718 1.96874 -3.89313  0.005
C 0.62275 3.93173 -1.79657  -0.001
C -3.04170 -2.32914 3.89264  0.000
C 0.46855 -1.90660 -1.61384  0.001
C -3.67070 -1.77579 6.21625  0.000
C 5.20080 0.65796 -1.62099  0.004
H 2.37460 -1.55878 -0.68288  0.000
H 1.79394 -2.68429 2.81158  0.000
H 2.23347 -0.25977 3.05984  0.000
H -3.96644 -0.74100 6.39582  0.000
H 0.60092 -0.60646 2.52253  0.000
H 6.21334 0.02409 1.55258  0.000
H 1.45521 2.28287 -2.93042  0.000
H -0.43289 -2.47433 -1.33718  0.000
H 6.99105 0.00645 -0.68824  0.001
H -2.84388 -1.70673 -4.78162  0.000
H -1.09092 3.74813 -0.48431  0.000
H -5.77422 -2.02404 2.13643  0.000
H 0.72855 -2.22054 -2.63454  0.000
H 0.95733 4.56478 -0.97141  0.000
H -2.59228 -1.86181 6.33016  0.000
H -3.23255 -2.22285 1.84957  -0.004
H -0.84124 3.00070 -3.92494  0.001
H 3.06531 -2.20554 1.67558  0.000
H -1.56807 -2.04698 -2.91319  0.001
H -1.54124 3.84351 -2.16685  -0.001
H -1.74510 2.19970 -5.86913  0.000
H 2.64435 3.33931 -2.17366  -0.001
H 2.05516 -3.21186 -1.11353  0.000
H 1.14362 -3.76113 0.86378  0.000
H 0.11700 -2.35900 0.92691  0.000
H -2.85329 0.13990 -6.25510  0.001
H 0.60174 4.55438 -2.69696  0.000
H 3.60530 1.48242 -2.68908  0.001
H 5.71602 0.60094 -2.57773  0.000
H -4.16936 -2.44438 6.92099  0.000
H -6.10969 -1.77928 4.85277  0.000
H 4.05736 0.13638 2.32208  0.001

---

3.
The following is a DFT calculation (the ωB97M-V functional and the def2-TZVPD basis) of a molecular structure, C26H32GdNO5S.

Computed properties:
expectation value of S² = 16.088
highest occupied orbital energy (alpha / beta) = -0.2672 / -0.2679 hartree
maximum force = 3.26 eV Å⁻¹
total energy = -2604.61643 hartree
lowest unoccupied orbital energy (alpha / beta) = 0.35 / -1.92 eV
ΔE to the lowest compared entry with this formula, charge and spin = 1.957 eV
2S+1 = 8

Last column: Löwdin spin population.
Positions of all 66 atoms, in Å:
Gd -0.26451 -0.95145 -0.02560  6.808
S 1.00725 1.39731 1.99477  -0.001
O -0.22880 -1.52319 4.01471  0.002
O 0.00584 2.29989 1.45999  -0.001
O 0.29655 3.21309 -2.84210  0.000
O 2.22180 1.22391 1.22098  -0.002
O 0.20541 -1.09210 -2.58487  -0.011
N 0.32446 -0.09694 2.25001  0.023
C 0.62655 0.07883 -3.49019  0.000
C -1.05514 -2.54885 -4.24869  0.000
C -2.35711 -1.57651 2.17854  0.035
C 0.20875 -0.43943 3.59348  0.001
C 1.43310 -2.84862 -4.05310  0.000
C -2.87524 -1.19925 -0.03935  0.122
C 0.67082 -2.90947 1.66477  -0.013
C 0.49421 -0.67493 -4.79918  0.000
C 0.82778 0.64542 5.85681  0.000
C -0.29886 4.29476 -0.75188  0.000
C 1.42115 1.74360 6.47419  0.000
C 1.28515 1.67496 3.70683  0.002
C 0.30354 -3.24553 -0.57842  0.008
C 0.25833 -1.89254 -3.89574  -0.001
C -2.72887 0.06811 0.61761  0.009
C 1.96710 2.78943 5.70214  0.000
C -2.40313 -0.18271 1.99169  0.025
C -1.47413 3.33125 -1.17826  0.000
C -2.64287 -2.20644 0.94510  0.014
C -0.89609 2.54376 -2.33576  -0.001
C 0.77482 0.62535 4.45375  0.001
C -0.19215 -3.49611 0.72112  -0.008
C 1.54326 -2.50428 -0.41263  -0.002
C 0.85120 3.79987 -1.63159  0.000
C 1.93264 2.75224 4.30319  0.000
C 1.72156 -2.24691 0.97716  -0.016
H 1.28320 -3.36515 -5.00956  0.000
H -0.19815 -3.52517 -1.51698  0.001
H -2.32033 0.57995 2.76998  0.001
H -0.37404 -0.42598 -5.44070  0.000
H -0.57513 1.58882 -1.85347  -0.002
H -1.59039 2.28283 -3.16430  0.000
H 0.41327 -0.19432 6.41390  0.000
H -0.49318 5.32073 -1.05729  0.000
H 2.20630 -2.18211 -1.22333  0.000
H -0.95037 -3.07939 -5.20568  0.000
H 2.39513 -2.30477 -4.09243  0.000
H -2.77065 -3.28786 0.80034  0.000
H -1.31843 -3.31053 -3.50350  0.000
H -2.14584 -2.09284 3.11388  0.001
H -0.08169 4.20329 0.32063  0.000
H -2.98513 1.05281 0.20259  0.000
H 1.45459 -3.62743 -3.27878  0.000
H -2.38570 3.85690 -1.43978  0.000
H -0.07516 0.90239 -3.42031  0.000
H -1.76305 2.66836 -0.34151  0.000
H 1.62958 0.41252 -3.18767  0.000
H 2.36377 3.51753 3.66280  0.000
H -1.05140 -4.11967 0.96337  0.000
H -1.82755 -1.77151 -4.37510  0.000
H -3.22781 -1.37184 -1.06412  0.004
H 2.46311 3.62245 6.19062  0.000
H 2.59463 -1.78224 1.44101  0.000
H 0.59073 -3.05844 2.74432  0.000
H 1.31993 3.00165 -1.03174  0.000
H 1.59091 4.57527 -1.86593  0.000
H 1.41707 -0.74694 -5.37490  0.000
H 1.44743 1.81414 7.56419  0.000

---

4.
The following is a DFT calculation (the ωB97M-V functional and the def2-TZVPD basis) of a single C26H32N2O7 molecule.

Computed properties:
highest occupied orbital energy = -0.2883 hartree
maximum force = 1.51 eV Å⁻¹
total energy = -1646.11052 hartree
lowest unoccupied orbital energy = -0.04 eV
SMILES string = CCOc1ccc([C@H]2C(C(=O)c3ccc(C)o3)=C(O)C(=O)N2CCN2CCOCC2)cc1OCC
ΔE to the lowest compared entry with this formula, charge and spin = 0.102 eV

Last column: Mulliken charge in e.
Positions of all 67 atoms, in Å:
O -0.37997 -2.36050 1.20595  -0.672
O 2.61315 -2.41080 -2.02989  -0.607
O 2.68808 0.20856 -2.99771  -0.760
O 4.59670 4.36741 0.88964  -0.412
O -5.12916 -0.03522 -0.91896  -0.382
O -4.13447 0.44454 1.41685  -0.506
O 2.78366 -3.64042 0.24757  -0.273
N 2.55510 2.41695 0.29175  0.242
N 1.16684 0.70103 -1.32683  0.537
C 0.64625 -2.46355 0.54948  0.621
C 4.38383 3.93462 -0.43942  -0.697
C 1.21682 -4.84694 1.27709  -0.676
C 3.78819 2.52219 -0.47600  -0.611
C -2.91637 -0.30409 -1.90347  -1.074
C -1.00676 -0.02493 -0.47342  -0.372
C 0.97133 2.10236 -1.56855  -1.433
C -3.22928 0.21797 0.43197  0.694
C 3.31060 -4.83656 0.53497  0.484
C 1.07911 -1.41660 -0.37994  -0.862
C 2.38288 -5.62376 1.16900  -0.614
C 1.91275 -1.44232 -1.44191  0.459
C -4.89528 0.60325 3.65370  -1.447
C 2.79020 2.92232 1.63407  -0.785
C -3.77298 -0.04978 -0.84652  1.368
C 4.72074 -5.10099 0.15140  -1.234
C -7.25332 -0.30698 -1.92635  -1.462
C 0.49198 -0.02325 -0.27318  -0.330
C -3.67380 0.54388 2.74960  -0.222
C -1.54114 -0.30213 -1.71600  -0.963
C -5.74932 -0.35084 -2.14760  -0.350
C 1.50400 -3.63540 0.68649  0.086
C -1.85601 0.24262 0.59492  0.346
C 1.98868 -0.08136 -2.03893  0.877
C 1.37080 2.95338 -0.35178  -0.848
C 3.39950 4.33059 1.63600  -0.542
H 1.85398 2.91871 2.19582  0.438
H 0.56211 2.91581 0.38334  0.600
H 3.61534 2.21180 -1.50510  0.301
H 3.07564 -1.99268 -2.78199  0.353
H 4.84846 -4.95469 -0.91998  0.281
H -3.30705 -0.52017 -2.88485  0.377
H -3.06829 1.45392 2.87405  0.287
H 1.57890 2.35159 -2.44175  0.576
H 3.71831 4.64285 -0.95790  0.306
H 3.49300 2.23614 2.11735  0.352
H -5.44373 -1.35308 -2.48008  0.394
H -0.08126 2.29438 -1.80641  0.428
H 2.67778 5.05353 1.22292  0.312
H -7.77215 -0.54516 -2.85067  0.420
H -5.50911 1.46033 3.39096  0.324
H 0.27951 -5.12238 1.71452  0.561
H 2.52510 -6.62794 1.51264  0.469
H 4.50320 1.82856 -0.02238  0.338
H 0.73576 0.41670 0.70017  0.433
H 5.36154 3.95299 -0.92263  0.411
H -0.89099 -0.51932 -2.55053  0.436
H -5.48955 -0.29735 3.52944  0.329
H -3.05438 -0.32796 2.99912  0.372
H -4.58520 0.68801 4.69143  0.417
H 5.38879 -4.40996 0.66411  0.286
H -1.42482 0.43891 1.56278  0.452
H -7.53393 -1.02529 -1.16139  0.327
H 3.66529 4.63610 2.64935  0.391
H 4.99138 -6.11944 0.41192  0.344
H 1.47010 3.99830 -0.68638  0.417
H -7.54883 0.68393 -1.59344  0.325
H -5.45828 0.37760 -2.91843  0.364

---

> Among the records above, which one has the highest maximum force?

C26H32GdNO5S